Record 1
C23H17BrNSSiTa | ωB97M-V with the def2-TZVPD basis set

## Properties
**Net charge**: +2
**Kohn-Sham gap**: 6.4 eV
**E_tot**: -115905.4018 eV

Last column: Mulliken charge in e.
Cartesian coordinates (Å):
Ta1 -1.9319 -0.3534 0.9415  0.65
Br1 -1.0950 1.2227 3.0529  -0.11
C1 -0.5381 2.3519 1.5881  0.53
C2 0.3814 3.2840 1.9693  -0.75
C3 1.0437 4.0241 0.9863  -0.69
C4 0.5142 4.0730 -0.2990  -0.72
C5 -0.7160 3.3079 -0.6172  0.05
C6 -1.4085 3.4934 -1.8092  -0.46
C7 -2.5318 2.7670 -2.1002  -0.76
C8 -2.8553 1.6724 -1.3109  -0.34
C9 -2.1825 1.3961 -0.1131  0.66
C10 -1.1699 2.2885 0.2975  0.43
H1 0.7391 3.2539 2.9781  0.47
H2 1.8125 4.7231 1.2772  0.49
H3 0.9631 4.7012 -1.0816  0.49
H4 -1.0833 4.2336 -2.5013  0.50
H5 -3.1007 3.0958 -2.9849  0.40
H6 -3.7093 1.1223 -1.7573  0.40
C11 0.6082 -6.1063 0.6784  -0.56
C12 1.6460 -5.3756 0.1234  -0.56
C13 1.5683 -4.0134 -0.1524  -0.30
C14 0.4153 -3.2829 0.1080  0.85
C15 -0.7067 -4.0779 0.5131  -0.28
C16 -0.6232 -5.4481 0.7871  -0.63
Si1 0.1043 -1.5058 0.1599  0.08
C17 1.3888 -0.1462 -0.0995  0.77
C18 1.2352 0.4713 -1.2852  -0.42
C19 2.1215 1.5189 -1.7182  -0.77
C20 2.9828 2.1098 -0.8493  -0.56
C21 3.1083 1.5119 0.4418  -0.49
C22 2.3262 0.4114 0.8615  -0.50
H7 0.7467 -7.1587 0.9233  0.41
H8 2.5776 -5.8099 -0.0229  0.43
H9 2.5431 -3.6582 -0.4893  0.36
H10 -1.6631 -3.6689 0.7163  -0.05
H11 -1.5196 -5.9972 1.0914  0.38
H12 -0.3437 -1.2015 1.6955  0.15
H13 0.4736 0.1299 -1.9929  0.41
H14 1.9457 1.8502 -2.7854  0.34
H15 3.4829 3.0031 -1.1151  0.61
H16 3.7747 1.9282 1.1703  0.48
H17 2.3851 -0.0168 1.8597  0.48
S1 -5.8803 -2.6513 0.1050  -0.10
C23 -4.4759 -1.9780 0.2808  0.97
N1 -3.3535 -1.4958 0.4787  -0.75

=====

Record 2
C4H6O2S | ωB97M-V with the def2-TZVPD basis set

## Properties
**SMILES**: CS/C=C\C(=O)O
**Kohn-Sham gap**: 8.7 eV
**E_tot**: -19172.7832 eV

Last column: Mulliken charge in e.
Cartesian coordinates (Å):
C1 -1.6778 -1.1561 0.4037  -0.69
S1 -1.8785 0.3296 -0.5766  -0.10
C2 -0.5711 1.3989 -0.0695  -0.15
C3 0.6506 1.0822 0.1196  -0.48
C4 1.3317 -0.1786 -0.2956  0.75
O1 0.6117 -1.1812 -0.4712  -0.57
O2 2.7787 0.0202 -0.1637  -0.47
H1 -1.1870 -1.8064 -0.2860  0.26
H2 -2.8946 -1.3526 0.4533  0.25
H3 -0.9497 -0.9336 1.1231  0.33
H4 -0.9768 2.4727 0.3185  0.28
H5 1.4545 1.8823 0.1775  0.24
H6 3.3084 -0.5773 -0.7333  0.35

=====

Record 3
C3H6N2 | ωB97M-V with the def2-TZVPD basis set

## Properties
**Kohn-Sham gap**: 9.2 eV
**E_tot**: -6186.2895 eV

Last column: Mulliken charge in e.
Cartesian coordinates (Å):
C1 -0.5826 0.6779 -0.8272  -0.29
C2 0.4327 -0.4990 -0.9855  -0.35
C3 0.1286 -0.2331 1.1511  0.03
H1 -0.0952 1.6337 -1.2192  0.20
H2 -1.5540 0.5324 -1.2001  0.24
H3 1.3913 -0.1979 -1.5987  0.23
H4 0.1002 -1.3034 -1.5907  0.27
H5 0.0965 -0.2555 2.2623  0.34
H6 -0.4386 1.9476 1.0828  0.30
N1 0.7377 -1.0484 0.3219  -0.55
N2 -0.6481 0.7582 0.5686  -0.42

=====

Record 4
C17H19N3O3S | ωB97M-V with the def2-TZVPD basis set

## Properties
**SMILES**: Cc1ccc(S(=O)(=O)N=C=O)cc1.c1cc(N2CCCC2)ccn1
**Kohn-Sham gap**: 8.3 eV
**E_tot**: -39383.8585 eV

Last column: Mulliken charge in e.
Cartesian coordinates (Å):
C1 -2.3117 -6.3010 2.8146  -1.36
C2 -2.8463 -5.0275 2.2163  0.90
C3 -2.3927 -4.6016 0.9602  -0.60
C4 -2.9024 -3.4436 0.3738  -0.46
C5 -3.8570 -2.6830 1.0543  0.26
S1 -4.5642 -1.2392 0.2520  1.19
O1 -4.4582 -1.3912 -1.1751  -0.59
O2 -5.7947 -0.8913 0.9081  -0.60
N1 -3.3862 0.1273 0.6586  -0.38
C6 -3.4512 1.3108 0.3735  0.74
O3 -3.4858 2.4784 0.1664  -0.49
C7 -4.3099 -3.0894 2.3147  -0.38
C8 -3.7938 -4.2486 2.8960  -0.69
H1 -2.7445 -6.5136 3.7932  0.36
H2 -2.5192 -7.1661 2.1780  0.32
H3 -1.2256 -6.2755 2.9430  0.32
H4 -1.6254 -5.1865 0.4388  0.36
H5 -2.5502 -3.1181 -0.6032  0.41
H6 -5.0500 -2.4923 2.8453  0.41
H7 -4.1217 -4.5595 3.8958  0.29
C9 -0.2856 2.4742 -1.6525  -0.63
C10 1.0337 2.9012 -1.8599  -0.12
C11 2.0204 2.5274 -0.9251  0.21
N2 3.3647 2.8694 -1.1240  0.18
C12 4.2754 1.9688 -1.8097  -0.56
C13 5.5676 2.7689 -2.0363  -0.50
C14 5.2519 4.2252 -1.6515  -0.52
C15 3.7752 4.2576 -1.2317  -0.58
C16 1.6208 1.7757 0.2028  -0.62
C17 0.2685 1.4411 0.3418  -0.23
N3 -0.6520 1.7768 -0.5695  -0.31
H8 -1.0506 2.7113 -2.3964  0.34
H9 1.3083 3.4769 -2.7459  0.35
H10 3.8422 1.6441 -2.7738  0.29
H11 4.4243 1.0599 -1.2113  0.28
H12 5.8841 2.6906 -3.0793  0.28
H13 6.3678 2.3556 -1.4185  0.26
H14 5.8705 4.5575 -0.8143  0.24
H15 5.4272 4.9112 -2.4835  0.30
H16 3.6201 4.7587 -0.2651  0.27
H17 3.1545 4.7945 -1.9687  0.30
H18 2.3618 1.4904 0.9506  0.39
H19 -0.0605 0.8745 1.2173  0.35

=====

Record 5
C4H6S2 | ωB97M-V with the def2-TZVPD basis set

## Properties
**SMILES**: C=C1CSCS1
**Kohn-Sham gap**: 9.1 eV
**E_tot**: -25914.9129 eV

Last column: Mulliken charge in e.
Cartesian coordinates (Å):
C1 -0.0598 2.0876 -0.1201  -1.03
C2 -0.1003 0.7324 -0.0777  0.53
C3 0.9916 -0.0391 0.5543  -0.55
S1 0.9124 -1.7625 0.0084  -0.15
C4 -0.8482 -1.7577 -0.4003  -0.53
S2 -1.4648 -0.1064 -0.7213  -0.15
H1 0.7600 2.5776 0.3817  0.28
H2 -0.8653 2.5872 -0.6144  0.27
H3 1.0206 0.0268 1.6482  0.32
H4 1.9592 0.3396 0.2218  0.32
H5 -0.9201 -2.4217 -1.2649  0.35
H6 -1.3851 -2.2637 0.3842  0.34

=====

Record 6
C6H7NO | ωB97M-V with the def2-TZVPD basis set

## Properties
**SMILES**: O=C1[C@H]2C[C@@H]1[C@H]1N[C@H]12
**Kohn-Sham gap**: 10.0 eV
**E_tot**: -9867.2637 eV

Last column: Mulliken charge in e.
Cartesian coordinates (Å):
O1 -0.0769 0.0711 -2.1533  -0.68
C1 0.0344 -0.4692 -0.9474  0.36
C2 -0.9545 -0.7538 0.1195  -0.05
C3 0.2802 -1.5299 0.8198  -0.43
C4 1.1202 -0.4807 0.1086  -0.57
C5 0.6092 0.7914 0.8078  -0.17
N1 -0.1041 1.8001 0.1883  -0.67
C6 -0.9532 0.7172 0.8446  -0.39
H1 -1.7833 -1.6319 0.1470  0.33
H2 0.3282 -1.2913 1.9166  0.27
H3 0.6077 -2.7546 0.7212  0.26
H4 2.1011 -0.4927 -0.0106  0.67
H5 1.1110 0.8616 1.8077  0.39
H6 -0.1539 1.6295 -0.9020  0.34
H7 -1.6846 0.8602 1.7117  0.33

=====

Energy above the lowest of the compared OMol25 structures with the same formula, charge and spin for every record listed, in sequence, given in kJ/mol: 68.2, 243.5, 217.6, 282.8, 36.5, 520.5.